No. 1
{
  "formula": "C4H8O2",
  "method": "ωB97M-V/def2-TZVPD",
  "elements": ["C", "C", "O", "H", "H", "H", "H", "C", "C", "O", "H", "H", "H", "H"],
  "xyz": [[2.112, 0.583, -0.182], [1.619, 0.447, 1.057], [1.400, -0.872, 1.546], [1.936, 1.533, -0.692], [2.421, -0.269, -0.834], [1.118, 1.264, 1.633], [0.467, -0.946, 1.630], [-1.528, -1.316, -0.872], [-2.017, -0.073, -0.637], [-1.420, 1.148, -1.045], [-1.821, -2.142, -0.178], [-0.629, -1.453, -1.510], [-2.891, 0.243, 0.001], [-1.556, 1.720, -0.249]],
  "smiles": "C=CO.C=CO",
  "gap_ev": 9.887,
  "total_energy_ha": -307.58404,
  "relative_energy_kcal_mol": 80.6,
  "homo_ev": -9.36,
  "total_charge": 0
}

=====

No. 2
{
  "formula": "C4H8O2",
  "method": "ωB97M-V/def2-TZVPD",
  "elements": ["C", "C", "O", "O", "H", "H", "H", "H", "C", "C", "H", "H", "H", "H"],
  "xyz": [[2.329, 1.329, -1.557], [1.248, 0.315, -1.349], [0.244, 0.398, -0.618], [1.656, -0.780, -1.857], [2.116, 2.180, -0.891], [3.253, 0.827, -1.223], [2.256, 1.714, -2.544], [1.220, -1.637, -1.712], [-2.856, -1.175, 1.846], [-1.952, -0.271, 1.968], [-3.583, -1.062, 1.060], [-2.763, -2.160, 2.538], [-2.033, 0.823, 1.682], [-1.134, -0.501, 2.655]],
  "smiles": "CC(=O)O.C=C",
  "gap_ev": 10.439,
  "total_energy_ha": -307.63122,
  "relative_energy_kcal_mol": 51.0,
  "homo_ev": -9.79,
  "total_charge": 0
}

=====

No. 3
{
  "formula": "C4H8O2",
  "method": "ωB97M-V/def2-TZVPD",
  "elements": ["C", "C", "C", "O", "C", "O", "H", "H", "H", "H", "H", "H", "H", "H"],
  "xyz": [[-1.505, -0.621, 0.130], [-0.169, 0.075, 0.025], [1.037, -0.820, -0.243], [2.235, -0.201, 0.142], [-0.052, 1.493, -0.310], [0.074, 1.049, 1.043], [-1.643, -0.973, 1.158], [-1.550, -1.492, -0.533], [-2.334, 0.047, -0.118], [1.099, -1.023, -1.319], [0.892, -1.785, 0.270], [2.023, 0.275, 0.961], [-0.950, 2.072, -0.522], [0.872, 1.861, -0.754]],
  "smiles": "C[C@@]1(CO)CO1",
  "gap_ev": 11.191,
  "total_energy_ha": -307.64337,
  "relative_energy_kcal_mol": 43.3,
  "homo_ev": -10.24,
  "total_charge": 0
}

=====

No. 4
{
  "formula": "C4H8O2",
  "method": "ωB97M-V/def2-TZVPD",
  "elements": ["C", "C", "O", "C", "C", "O", "H", "H", "H", "H", "H", "H", "H", "H"],
  "xyz": [[1.143, 0.621, -0.692], [-0.132, -0.147, -0.443], [-0.966, -0.320, -1.557], [-0.136, -1.226, 0.613], [-0.890, 0.051, 0.833], [-0.400, 0.905, 1.823], [1.951, -0.037, -1.029], [1.475, 1.119, 0.222], [0.971, 1.381, -1.458], [-0.424, -0.658, -2.281], [-0.720, -2.122, 0.430], [0.774, -1.362, 1.193], [-1.976, -0.007, 0.757], [-0.669, 1.803, 1.590]],
  "smiles": "C[C@@]1(O)C[C@H]1O",
  "gap_ev": 10.210,
  "total_energy_ha": -307.64594,
  "relative_energy_kcal_mol": 41.7,
  "homo_ev": -9.34,
  "total_charge": 0
}

=====

No. 5
{
  "formula": "C4H8O2",
  "method": "ωB97M-V/def2-TZVPD",
  "elements": ["C", "C", "C", "C", "O", "H", "H", "H", "H", "H", "H", "O", "H", "H"],
  "xyz": [[0.135, -0.969, 1.478], [-0.691, 0.047, 1.071], [-0.815, 0.493, -0.337], [-1.986, 0.839, -0.879], [0.245, 0.247, -1.184], [0.928, -1.120, 0.825], [0.002, -1.554, 2.451], [-1.460, 0.488, 1.671], [-2.021, 1.208, -1.918], [-3.020, 0.873, -0.259], [0.036, -0.367, -1.897], [3.069, 0.027, 0.016], [3.381, -0.388, -0.853], [2.197, 0.175, -0.186]],
  "smiles": "C=CC(=C)O.O",
  "gap_ev": 9.314,
  "total_energy_ha": -307.60591,
  "relative_energy_kcal_mol": 66.8,
  "homo_ev": -8.94,
  "total_charge": 0
}

=====

No. 6
{
  "formula": "C4H8O2",
  "method": "ωB97M-V/def2-TZVPD",
  "elements": ["O", "C", "C", "C", "O", "C", "H", "H", "H", "H", "H", "H", "H", "H"],
  "xyz": [[0.979, -0.807, -1.660], [0.496, 0.245, -0.848], [-1.001, 0.087, -0.487], [-0.994, -0.092, 1.040], [0.320, -0.521, 1.359], [1.165, 0.261, 0.534], [0.872, -1.623, -1.152], [0.690, 1.164, -1.407], [-1.391, -0.800, -0.996], [-1.601, 0.945, -0.805], [-1.692, -0.849, 1.408], [-1.214, 0.865, 1.542], [1.242, 1.287, 0.929], [2.160, -0.191, 0.517]],
  "smiles": "O[C@H]1CCOC1",
  "gap_ev": 10.770,
  "total_energy_ha": -307.66868,
  "relative_energy_kcal_mol": 27.5,
  "homo_ev": -9.78,
  "total_charge": 0
}

=====

No. 7
{
  "formula": "C4H8O2",
  "method": "ωB97M-V/def2-TZVPD",
  "elements": ["C", "C", "C", "O", "C", "O", "H", "H", "H", "H", "H", "H", "H", "H"],
  "xyz": [[-1.066, -0.927, 0.566], [-0.187, 0.244, 0.131], [-0.909, 1.138, -0.859], [-2.105, 1.149, -1.022], [1.226, -0.141, -0.360], [2.248, 0.440, 0.426], [-2.015, -0.565, 0.971], [-0.563, -1.526, 1.333], [-1.302, -1.583, -0.280], [-0.007, 0.903, 0.996], [-0.254, 1.828, -1.436], [1.328, -1.237, -0.396], [1.407, 0.233, -1.374], [2.200, 0.046, 1.305]],
  "smiles": "C[C@H](C=O)CO",
  "gap_ev": 10.616,
  "total_energy_ha": -307.66458,
  "relative_energy_kcal_mol": 30.0,
  "homo_ev": -9.87,
  "total_charge": 0
}

=====

No. 8
{
  "formula": "C4H8O2",
  "method": "ωB97M-V/def2-TZVPD",
  "elements": ["O", "C", "C", "C", "O", "C", "H", "H", "H", "H", "H", "H", "H", "H"],
  "xyz": [[-0.784, 2.064, -0.812], [-0.459, 0.690, -0.940], [0.061, 0.196, 0.412], [-0.562, -1.094, 0.974], [0.612, -1.856, 0.688], [1.338, -0.658, 0.387], [-1.083, 2.379, -1.675], [0.296, 0.533, -1.726], [-1.350, 0.108, -1.215], [0.072, 1.045, 1.099], [-0.780, -1.076, 2.050], [-1.441, -1.468, 0.439], [2.057, -0.417, 1.178], [1.854, -0.705, -0.579]],
  "gap_ev": 10.628,
  "total_energy_ha": -307.62925,
  "relative_energy_kcal_mol": 52.2,
  "homo_ev": -9.72,
  "total_charge": 0
}

=====

No. 9
{
  "formula": "C4H8O2",
  "method": "ωB97M-V/def2-TZVPD",
  "elements": ["C", "O", "C", "C", "C", "O", "H", "H", "H", "H", "H", "H", "H", "H"],
  "xyz": [[-2.024, 0.639, -0.072], [-1.054, -0.196, -0.670], [-0.326, -1.029, 0.130], [1.004, -1.065, 0.024], [1.732, 0.130, -0.520], [1.881, 0.987, 0.614], [-2.651, 0.102, 0.653], [-1.557, 1.502, 0.424], [-2.650, 0.999, -0.892], [-0.895, -1.667, 0.810], [1.586, -1.772, 0.609], [1.159, 0.625, -1.315], [2.736, -0.093, -0.896], [1.058, 0.838, 1.101]],
  "smiles": "CO/C=C\\CO",
  "gap_ev": 10.124,
  "total_energy_ha": -307.62604,
  "relative_energy_kcal_mol": 54.2,
  "homo_ev": -9.23,
  "total_charge": 0
}

=====

Which formula does entry 8 have?
C4H8O2

=====

Copy entry 3 word for word.
{
  "formula": "C4H8O2",
  "method": "ωB97M-V/def2-TZVPD",
  "elements": ["C", "C", "C", "O", "C", "O", "H", "H", "H", "H", "H", "H", "H", "H"],
  "xyz": [[-1.505, -0.621, 0.130], [-0.169, 0.075, 0.025], [1.037, -0.820, -0.243], [2.235, -0.201, 0.142], [-0.052, 1.493, -0.310], [0.074, 1.049, 1.043], [-1.643, -0.973, 1.158], [-1.550, -1.492, -0.533], [-2.334, 0.047, -0.118], [1.099, -1.023, -1.319], [0.892, -1.785, 0.270], [2.023, 0.275, 0.961], [-0.950, 2.072, -0.522], [0.872, 1.861, -0.754]],
  "smiles": "C[C@@]1(CO)CO1",
  "gap_ev": 11.191,
  "total_energy_ha": -307.64337,
  "relative_energy_kcal_mol": 43.3,
  "homo_ev": -10.24,
  "total_charge": 0
}